Formula: C14H29FN2O5PS2
Source: the Open Molecules 2025 dataset
Level of theory: ωB97M-V/def2-TZVPD

```
54
C14H29FN2O5PS2 ωB97M-V/def2-TZVPD
C 6.314 0.479 1.676
C 5.347 0.649 0.437
S 3.967 1.841 0.740
C 2.425 0.764 0.825
P 1.670 0.747 2.613
C 0.781 0.875 4.282
F 0.288 -0.132 2.018
C 2.496 -0.924 2.991
C 1.857 -2.164 2.214
O 2.818 -3.264 2.378
N 0.876 2.376 2.180
C -0.223 2.223 1.721
S -1.807 2.237 1.344
O 3.068 1.695 3.168
C 3.470 1.369 4.384
N 4.002 0.938 5.310
H 5.744 0.106 2.565
H 7.104 -0.301 1.458
H 6.859 1.438 1.891
H 5.929 0.965 -0.469
H 4.900 -0.355 0.211
H 1.743 1.235 0.068
H 2.781 -0.236 0.478
H 0.809 1.908 4.737
H -0.314 0.697 4.067
H 1.069 0.108 5.042
H 2.507 -1.231 4.067
H 3.573 -0.857 2.650
H 0.918 -2.503 2.716
H 1.749 -1.981 1.121
H 3.386 -2.993 3.121
C -0.919 0.618 -2.346
O -1.995 -0.264 -2.609
C -2.688 -0.641 -1.424
C -4.159 -0.884 -1.717
O -4.915 0.314 -1.898
C -4.705 1.024 -3.115
C -5.266 0.323 -4.342
O -4.413 -0.739 -4.748
C -5.101 -1.759 -5.438
H -0.141 0.114 -1.765
H -0.501 0.935 -3.303
H -1.269 1.509 -1.814
H -2.592 0.130 -0.655
H -2.232 -1.569 -1.059
H -4.596 -1.368 -0.839
H -4.300 -1.569 -2.554
H -3.653 1.282 -3.242
H -5.248 1.965 -2.993
H -5.331 1.033 -5.175
H -6.270 -0.056 -4.113
H -5.929 -2.147 -4.833
H -4.402 -2.573 -5.625
H -5.480 -1.386 -6.397
```

total charge = -1
HOMO energy = -5.05 eV
LUMO level = 2.53 eV
frontier orbital gap = 7.6 eV

Here are the natural (NBO) charges for atoms 1 to 8, given in e: atom 1 (C): -0.623, atom 2 (C): -0.529, atom 3 (S): 0.173, atom 4 (C): -0.800, atom 5 (P): 1.859, atom 6 (C): -0.972, atom 7 (F): -0.639, atom 8 (C): -0.804



Formula: C39H70BBrFN4O10Si
Source: the Open Molecules 2025 dataset
Level of theory: ωB97M-V/def2-TZVPD

```
127
C39H70BBrFN4O10Si ωB97M-V/def2-TZVPD
C 8.169 -3.312 3.541
N 7.766 -1.911 3.837
C 7.425 -1.711 5.277
B 6.680 -1.440 2.994
O 6.316 -0.071 3.092
C 5.803 -2.333 1.981
C 6.001 -2.199 0.504
C 7.066 -1.244 -0.115
O 8.371 -1.749 0.228
N 8.877 -2.443 -0.895
O 8.689 -3.592 -0.784
C 5.096 -3.096 -0.250
C 5.269 -3.060 -1.821
C 4.722 -1.721 -2.469
F 3.796 -2.076 -3.463
N 4.151 -3.935 0.170
N 3.992 -4.035 1.477
C 2.907 -4.985 1.902
C 1.752 -5.068 0.813
C 0.691 -6.118 1.387
C -0.381 -6.435 0.244
C -1.744 -5.649 0.445
C -1.861 -4.554 -0.689
C -2.956 -3.449 -0.434
C -2.939 -2.823 1.018
Si -1.430 -1.719 1.415
C -0.173 -1.545 -0.015
C -0.676 -2.348 3.045
C -2.122 0.051 1.719
C -2.411 0.589 3.047
C -2.955 1.940 3.183
C -3.183 2.756 2.003
C -2.855 2.220 0.687
C -2.335 0.877 0.506
C 4.772 -3.310 2.315
C 4.529 -3.544 3.854
C 3.547 -2.430 4.373
O 2.752 -1.890 3.687
Br 3.674 -1.990 6.300
H 8.931 -3.636 4.303
H 8.621 -3.339 2.512
H 7.314 -4.040 3.552
H 7.318 -2.694 5.815
H 6.437 -1.193 5.383
H 8.179 -1.056 5.796
H 7.075 0.495 2.865
H 6.939 -0.224 0.326
H 6.970 -1.171 -1.235
H 4.807 -3.974 -2.279
H 6.367 -3.133 -2.034
H 4.299 -1.064 -1.667
H 5.573 -1.214 -3.008
H 3.324 -6.030 1.957
H 2.408 -4.667 2.845
H 2.113 -5.433 -0.175
H 1.181 -4.100 0.742
H 1.279 -7.060 1.566
H 0.163 -5.741 2.295
H -0.611 -7.533 0.293
H 0.065 -6.243 -0.766
H -1.742 -5.235 1.484
H -2.614 -6.354 0.351
H -2.174 -5.108 -1.623
H -0.837 -4.141 -0.882
H -3.973 -3.889 -0.637
H -2.776 -2.612 -1.159
H -3.868 -2.190 1.101
H -3.012 -3.605 1.819
H 0.840 -1.972 0.200
H -0.533 -1.998 -0.973
H -0.014 -0.448 -0.222
H 0.292 -1.839 3.280
H -1.385 -2.127 3.892
H -0.523 -3.468 3.055
H -2.204 -0.061 3.931
H -3.210 2.353 4.181
H -3.610 3.771 2.136
H -3.034 2.833 -0.229
H -2.087 0.471 -0.507
H 5.480 -3.428 4.449
H 4.169 -4.572 4.097
C -10.350 5.828 -0.229
O -9.294 5.290 -0.998
C -8.258 6.232 -1.235
C -6.920 5.530 -1.405
O -6.349 5.077 -0.180
C -6.969 3.951 0.438
C -6.722 2.641 -0.291
O -7.543 2.546 -1.449
C -6.954 1.765 -2.467
H -10.863 6.623 -0.781
H -11.060 5.028 -0.019
H -9.978 6.214 0.727
H -8.187 6.949 -0.409
H -8.506 6.772 -2.157
H -6.211 6.262 -1.802
H -6.977 4.722 -2.136
H -8.033 4.127 0.602
H -6.506 3.873 1.425
H -6.978 1.800 0.364
H -5.662 2.574 -0.563
H -5.975 2.170 -2.751
H -7.605 1.804 -3.341
H -6.852 0.723 -2.145
C -1.221 7.416 -3.416
O -0.295 6.354 -3.310
C -0.541 5.528 -2.180
C -0.067 4.107 -2.438
O -0.937 3.359 -3.286
C -0.942 3.713 -4.668
C 0.317 3.299 -5.410
O 1.389 4.188 -5.116
C 2.651 3.561 -5.202
H -1.109 8.110 -2.577
H -1.020 7.949 -4.346
H -2.247 7.035 -3.456
H -1.609 5.514 -1.934
H 0.016 5.950 -1.335
H -0.070 3.578 -1.481
H 0.960 4.082 -2.806
H -1.162 4.772 -4.804
H -1.779 3.158 -5.102
H 0.138 3.344 -6.491
H 0.581 2.272 -5.132
H 2.703 2.698 -4.528
H 3.407 4.283 -4.891
H 2.859 3.249 -6.231
```

total charge = +1
HOMO energy = -10.13 eV
LUMO level = -4.83 eV
frontier orbital gap = 5.3 eV

Here are the Löwdin charges for atoms 1 to 8, given in e: atom 1 (C): -0.071, atom 2 (N): -0.082, atom 3 (C): -0.069, atom 4 (B): -0.542, atom 5 (O): 0.125, atom 6 (C): 0.110, atom 7 (C): 0.029, atom 8 (C): -0.112



Formula: C4H6O2
Source: the Open Molecules 2025 dataset
Level of theory: ωB97M-V/def2-TZVPD

```
12
C4H6O2 ωB97M-V/def2-TZVPD
C 0.046 0.721 1.432
C -0.719 -1.085 -0.163
C 0.027 -0.593 -1.444
C 0.797 0.485 -0.833
H -0.889 0.969 1.945
H 1.083 0.659 2.090
H -1.717 -0.367 0.011
H -1.142 -0.234 -1.801
H 0.526 -1.366 -2.051
H 1.757 0.180 -0.398
O -0.023 -0.767 1.041
O 0.254 1.397 0.171
```

HOMO energy = -8.13 eV
LUMO level = -0.93 eV
frontier orbital gap = 7.2 eV

Here are the natural (NBO) charges for atoms 1 to 8, given in e: atom 1 (C): 0.216, atom 2 (C): 0.111, atom 3 (C): -0.552, atom 4 (C): 0.179, atom 5 (H): 0.191, atom 6 (H): 0.181, atom 7 (H): 0.107, atom 8 (H): 0.292



Formula: C13H22IrN3O3
Source: the Open Molecules 2025 dataset
Level of theory: ωB97M-V/def2-TZVPD

```
42
C13H22IrN3O3 ωB97M-V/def2-TZVPD
Ir -0.162 0.514 -0.641
N 1.463 0.054 0.773
C 1.797 -1.389 0.718
C 1.062 -2.020 -0.450
O 0.882 -3.192 -0.533
O 0.671 -1.097 -1.337
H 2.239 0.626 0.456
H 1.198 0.345 1.707
H 1.484 -1.912 1.617
H 2.855 -1.565 0.529
N 0.451 2.472 -1.038
C 0.649 3.403 0.105
C -0.678 3.704 0.770
C -1.137 2.533 1.606
N -1.510 1.378 0.747
H 1.334 2.378 -1.539
H -0.203 2.902 -1.690
H 1.115 4.326 -0.243
H 1.338 2.935 0.810
H -1.433 3.963 0.020
H -0.564 4.576 1.414
H -1.990 2.811 2.227
H -0.333 2.220 2.274
H -2.353 1.603 0.221
H -1.751 0.585 1.338
C -1.721 -1.327 -3.000
C -2.336 -1.456 -1.652
O -1.945 -0.728 -0.686
C -3.358 -2.442 -1.399
C -3.604 -2.847 -0.075
C -4.575 -3.784 0.195
C -5.343 -4.304 -0.844
C -5.107 -3.917 -2.158
C -4.124 -2.991 -2.440
H -1.158 -0.396 -3.080
H -2.452 -1.382 -3.803
H -1.021 -2.157 -3.126
H -3.011 -2.432 0.728
H -4.737 -4.117 1.211
H -6.124 -5.021 -0.630
H -5.687 -4.343 -2.965
H -3.989 -2.671 -3.463
```

total charge = +2
HOMO energy (alpha / beta) = -15.07 / -15.07 eV
LUMO level (alpha / beta) = -8.46 / -8.46 eV
frontier orbital gap (alpha / beta) = 6.6 / 6.6 eV

Here are the natural (NBO) charges for atoms 1 to 8, given in e: atom 1 (Ir): 1.266, atom 2 (N): -0.730, atom 3 (C): -0.372, atom 4 (C): 0.761, atom 5 (O): -0.492, atom 6 (O): -0.724, atom 7 (H): 0.416, atom 8 (H): 0.415